[1]
DFT (ωB97M-V/def2-TZVPD) results for one molecule with the formula CH3BrO2S at a distorted geometry.

Computed properties:
E_HOMO (spin up / spin down): -0.381 / -0.383 Eh
structure (SMILES): CS(=O)(=O)Br

Each line ends with the natural charge from an NBO analysis.
Positions of all 8 atoms, in Å:
C -0.643 -0.353 0.743  -0.752
O -0.180 1.518 -1.098  -0.863
O 0.685 -1.080 -2.236  -0.629
S 0.343 0.273 -0.666  1.605
Br 2.209 0.789 0.431  -0.103
H -1.607 -0.183 0.516  0.243
H -0.397 -1.314 0.755  0.242
H -0.410 0.351 1.555  0.257

Cartesian forces (eV/Å) of the 2 atoms listed first:
2.5 4.1 -0.3
-0.8 1.0 -0.5

***

[2]
DFT (ωB97M-V/def2-TZVPD) results for a 8-piece molecular cluster, C6H27NO8 overall at a distorted geometry.

Computed properties:
E_HOMO: -0.345 Eh
structure (SMILES): CCN[C@@H](C)CC=O.O.O.O.O.O.O.O

Each line ends with the natural charge from an NBO analysis.
Positions of all 42 atoms, in Å:
C -0.610 -2.080 -0.597  -0.235
N -0.413 -0.611 -0.531  -0.651
C -1.564 0.254 -0.179  -0.062
C -1.288 1.727 0.077  -0.497
C -2.614 2.513 0.081  0.422
O -2.714 3.211 1.067  -0.517
C -2.257 -0.277 1.162  -0.651
C -1.797 -2.522 -1.413  -0.629
H 0.378 -2.349 -1.055  0.218
H -0.429 -2.650 0.339  0.170
H 0.252 -0.546 0.231  0.357
H -2.292 0.197 -0.988  0.202
H -0.702 1.913 0.985  0.228
H -0.673 2.162 -0.727  0.213
H -3.349 2.550 -0.717  0.146
H -2.269 -1.372 1.248  0.213
H -1.657 0.071 1.987  0.211
H -3.255 0.032 1.404  0.218
H -1.898 -3.592 -1.643  0.228
H -1.648 -1.977 -2.352  0.197
H -2.753 -2.193 -0.983  0.213
H 1.101 1.700 3.820  0.466
H 2.247 2.050 3.035  0.465
O 1.903 1.258 3.500  -0.925
H 0.787 -0.123 2.496  0.486
H 1.130 -1.662 2.953  0.477
O 0.704 -0.822 3.140  -0.964
H -1.705 0.562 -3.097  0.467
H -2.243 -0.626 -3.868  0.471
O -2.499 0.246 -3.547  -0.934
H 2.372 -3.560 0.762  0.464
H 1.378 -4.392 0.172  0.452
O 2.318 -4.193 0.032  -0.914
H 3.405 2.055 -0.847  0.466
H 3.036 3.381 -0.709  0.458
O 2.683 2.524 -0.402  -0.923
H 3.453 -0.706 -0.661  0.468
H 4.531 -1.268 0.086  0.463
O 3.637 -1.539 -0.197  -0.930
H 1.047 0.783 -1.573  0.481
H 1.180 1.845 -2.518  0.459
O 1.738 1.142 -2.159  -0.949

Cartesian forces (eV/Å) of the 2 atoms listed first:
2.3 -0.9 -0.3
-0.4 0.8 0.6

***

[3]
DFT (ωB97M-V/def2-TZVPD) results for C37H37F5NiP2 as an isolated structure at a distorted geometry.

Computed properties:
E_HOMO (spin up / spin down): -0.257 / -0.282 Eh
<S²>: 2.46
spin multiplicity: 3

Each line ends with the Mulliken spin population.
Positions of all 82 atoms, in Å:
Ni 1.182 -0.871 -3.946  0.022
C -2.383 0.528 -0.431  0.761
C -3.044 0.451 -1.621  0.687
C -2.977 1.612 -2.575  0.093
C -1.557 2.219 -2.653  0.123
C -1.104 3.065 -1.509  -0.010
C -1.717 3.446 -0.378  -0.003
C -2.969 2.881 0.233  0.057
C -2.936 1.378 0.680  0.082
C 3.050 -0.590 -4.290  -0.092
H -1.361 0.128 -0.324  0.178
H -3.690 -0.365 -1.958  0.013
H -3.654 2.417 -2.250  0.045
H -3.320 1.285 -3.575  -0.005
H -0.837 1.416 -2.852  -0.049
H -1.517 2.816 -3.576  -0.003
H -0.147 3.541 -1.729  0.002
H -1.289 4.310 0.161  0.002
H -3.808 2.949 -0.476  0.005
H -3.268 3.490 1.097  -0.004
H -2.382 1.244 1.621  0.006
H -3.983 1.076 0.878  0.003
H 3.549 -1.576 -4.293  -0.004
H 3.562 -0.005 -3.505  0.003
H 3.315 -0.090 -5.251  0.018
P -0.034 -1.936 -8.018  0.007
P 1.590 0.426 -8.327  -0.005
C -0.915 -0.486 -8.650  0.000
C -0.150 0.640 -8.753  0.000
C -0.548 -3.163 -9.335  0.000
C -1.683 -3.042 -10.158  0.000
C -1.906 -3.932 -11.217  0.000
C -1.000 -4.962 -11.472  0.000
C 0.128 -5.112 -10.654  0.000
C 0.354 -4.223 -9.599  0.000
C -0.974 -2.268 -6.477  0.027
C -0.558 -1.617 -5.286  0.023
C -1.242 -1.896 -4.104  0.060
C -2.311 -2.810 -4.098  -0.004
C -2.726 -3.428 -5.281  -0.002
C -2.062 -3.158 -6.479  0.002
C 2.310 0.846 -10.019  -0.001
C 2.080 -0.043 -11.090  0.000
C 2.693 0.159 -12.329  0.000
C 3.527 1.267 -12.526  0.000
C 3.694 2.205 -11.500  0.000
C 3.078 2.001 -10.255  0.000
C 1.946 1.933 -7.354  -0.004
C 3.175 1.958 -6.665  -0.010
C 3.519 3.052 -5.876  0.002
C 2.642 4.142 -5.774  -0.001
C 1.426 4.126 -6.466  0.000
C 1.063 3.013 -7.230  0.002
H -1.970 -0.582 -8.922  0.000
H -0.509 1.588 -9.160  0.000
H -2.402 -2.239 -9.991  0.000
H -2.795 -3.814 -11.842  0.000
H -1.170 -5.647 -12.298  0.000
H 0.836 -5.926 -10.841  0.000
H 1.242 -4.330 -8.966  0.000
H 0.237 -0.822 -5.338  -0.032
H -0.937 -1.403 -3.167  -0.026
H -2.827 -3.031 -3.161  0.004
H -3.569 -4.120 -5.269  0.000
H -2.397 -3.632 -7.402  0.000
H 1.420 -0.899 -10.947  0.000
H 2.532 -0.551 -13.140  0.000
H 4.045 1.399 -13.476  0.000
H 4.313 3.095 -11.664  0.000
H 3.206 2.754 -9.472  0.000
H 3.858 1.112 -6.752  0.002
H 4.471 3.056 -5.340  0.000
H 2.907 4.992 -5.142  0.000
H 0.756 4.985 -6.406  0.000
H 0.106 3.002 -7.742  0.000
F 0.654 -2.538 -1.546  0.000
C 1.307 -1.317 -1.716  0.024
F 0.416 -0.349 -1.255  0.007
C 2.461 -1.327 -0.668  -0.008
F 1.983 -1.075 0.587  0.001
F 3.021 -2.556 -0.640  0.000
F 3.442 -0.425 -0.904  0.000

Cartesian forces (eV/Å) of the 2 atoms listed first:
1.4 -0.9 3.1
1.9 -0.4 3.4

***

[4]
DFT (ωB97M-V/def2-TZVPD) results for one molecule with the formula C33H27NO8.

Computed properties:
E_HOMO: -0.316 Eh
structure (SMILES): O=C(O)c1cc(C(=O)O)c(C(=O)N(Cc2cccc(Oc3ccccc3)c2)[C@H]2CCCc3ccccc32)cc1C(=O)O

Each line ends with the natural charge from an NBO analysis.
Positions of all 69 atoms, in Å:
O 5.953 1.725 1.050  -0.579
C 5.151 2.620 0.943  0.790
O 5.412 3.873 1.317  -0.676
H 6.319 3.939 1.657  0.506
C 3.785 2.438 0.397  -0.205
C 2.839 3.451 0.413  -0.092
C 1.552 3.223 -0.067  -0.205
C 1.215 1.971 -0.591  0.051
C 2.190 0.980 -0.665  -0.254
C 3.458 1.194 -0.153  0.031
C 4.469 0.085 -0.206  0.789
O 5.191 -0.136 -1.136  -0.570
O 4.379 -0.685 0.878  -0.676
H 5.035 -1.400 0.840  0.506
H 1.957 0.036 -1.136  0.238
C -0.108 1.676 -1.249  0.671
O -0.243 1.923 -2.433  -0.614
N -1.049 1.070 -0.499  -0.432
C -0.917 0.865 0.934  -0.245
C -0.938 -0.592 1.325  -0.025
C 0.188 -1.375 1.113  -0.245
C 0.162 -2.736 1.396  0.292
C -0.985 -3.304 1.945  -0.247
C -2.088 -2.512 2.198  -0.194
C -2.074 -1.163 1.882  -0.236
H -2.947 -0.555 2.066  0.224
H -2.971 -2.952 2.637  0.218
H -0.986 -4.358 2.173  0.227
O 1.242 -3.553 1.226  -0.496
C 2.154 -3.312 0.228  0.369
C 3.466 -3.709 0.468  -0.271
C 4.424 -3.557 -0.518  -0.221
C 4.087 -3.007 -1.744  -0.218
C 2.778 -2.627 -1.985  -0.192
C 1.809 -2.782 -1.010  -0.316
H 0.783 -2.508 -1.214  0.229
H 2.506 -2.209 -2.943  0.221
H 4.839 -2.872 -2.505  0.226
H 5.440 -3.870 -0.328  0.219
H 3.710 -4.136 1.428  0.225
H 1.094 -0.924 0.738  0.220
H -1.736 1.384 1.443  0.221
H 0.026 1.316 1.251  0.229
C -2.269 0.647 -1.193  -0.104
C -3.513 0.902 -0.382  0.042
C -3.686 2.161 0.186  -0.224
C -4.806 2.456 0.939  -0.220
C -5.782 1.491 1.119  -0.208
C -5.635 0.252 0.526  -0.200
C -4.510 -0.058 -0.232  -0.029
C -4.396 -1.407 -0.881  -0.428
C -3.484 -1.349 -2.100  -0.392
C -2.129 -0.803 -1.672  -0.400
H -1.420 -0.828 -2.502  0.220
H -1.737 -1.424 -0.866  0.208
H -3.368 -2.345 -2.530  0.213
H -3.922 -0.699 -2.860  0.201
H -5.390 -1.761 -1.162  0.216
H -3.985 -2.119 -0.157  0.218
H -6.407 -0.496 0.646  0.210
H -6.661 1.709 1.707  0.214
H -4.921 3.436 1.379  0.213
H -2.926 2.911 0.024  0.213
H -2.319 1.291 -2.084  0.255
C 0.598 4.361 -0.020  0.792
O 0.925 5.501 0.185  -0.579
O -0.679 4.007 -0.212  -0.688
H -1.236 4.803 -0.229  0.509
H 3.086 4.426 0.804  0.259

Cartesian forces (eV/Å) of the 2 atoms listed first:
0.0 0.2 0.0
0.4 -0.3 0.2

***

[5]
DFT (ωB97M-V/def2-TZVPD) results for C17H34BF2N3OPSn as an isolated structure.

Computed properties:
E_HOMO (spin up / spin down): -0.112 / -0.112 Eh
charge: -1

Each line ends with the natural charge from an NBO analysis.
Positions of all 60 atoms, in Å:
Sn 0.261 1.266 1.514  0.238
O -1.890 -3.305 0.269  -1.108
P -2.573 -2.841 -0.952  2.444
N -1.646 -3.153 -2.289  -0.829
C -0.183 -3.271 -2.201  -0.202
C 0.304 -2.493 -3.416  -0.413
C -0.763 -2.810 -4.467  -0.413
C -2.070 -2.868 -3.660  -0.210
N -3.011 -1.249 -1.098  -0.828
C -2.033 -0.219 -1.483  -0.221
C -2.805 1.107 -1.342  -0.440
C -4.117 0.741 -0.625  -0.394
C -3.832 -0.640 -0.046  -0.220
N -4.046 -3.592 -1.128  -0.816
C -4.148 -5.015 -0.794  -0.204
C -5.555 -5.386 -1.252  -0.409
C -5.744 -4.506 -2.486  -0.410
C -5.101 -3.187 -2.060  -0.199
H 0.118 -4.323 -2.269  0.167
H 0.178 -2.874 -1.257  0.248
H 1.307 -2.787 -3.727  0.211
H 0.321 -1.427 -3.184  0.218
H -0.562 -3.785 -4.918  0.193
H -0.813 -2.074 -5.269  0.209
H -2.741 -3.646 -4.042  0.180
H -2.609 -1.916 -3.711  0.189
H -1.670 -0.392 -2.496  0.193
H -1.164 -0.214 -0.816  0.214
H -2.999 1.566 -2.312  0.196
H -2.206 1.805 -0.755  0.258
H -4.941 0.668 -1.339  0.186
H -4.390 1.465 0.142  0.210
H -4.722 -1.239 0.149  0.200
H -3.255 -0.554 0.884  0.202
H -3.983 -5.172 0.271  0.217
H -3.398 -5.607 -1.336  0.176
H -6.280 -5.109 -0.483  0.197
H -5.663 -6.452 -1.456  0.207
H -6.786 -4.389 -2.786  0.207
H -5.192 -4.932 -3.329  0.195
H -5.835 -2.545 -1.558  0.176
H -4.706 -2.622 -2.904  0.205
C 2.463 3.249 -0.828  -0.594
C 0.938 3.275 -1.007  -0.141
C 0.576 2.335 -2.170  -0.603
C 0.533 4.699 -1.409  -0.597
C 0.222 2.877 0.278  -0.911
H 2.978 3.541 -1.751  0.177
H 2.798 2.249 -0.547  0.209
H 2.757 3.929 -0.027  0.205
H 1.116 2.609 -3.085  0.181
H -0.496 2.382 -2.375  0.197
H 0.824 1.303 -1.918  0.217
H 1.029 5.011 -2.335  0.184
H 0.802 5.406 -0.620  0.200
H -0.548 4.757 -1.562  0.197
H -0.443 3.665 0.642  0.169
F 3.046 -0.332 0.713  -0.552
B 1.778 -0.077 0.325  0.808
F 1.473 -0.810 -0.777  -0.565

Cartesian forces (eV/Å) of the 2 atoms listed first:
0.0 0.0 0.0
0.0 0.0 0.0

***

[6]
DFT (ωB97M-V/def2-TZVPD) results for one molecule with the formula C10H11N5O2S at a distorted geometry.

Computed properties:
E_HOMO: -0.315 Eh
structure (SMILES): [H]/N=C(/N)N/N=C1\CCSc2ccc([N+](=O)[O-])cc21

Each line ends with the natural charge from an NBO analysis.
Positions of all 29 atoms, in Å:
O -0.566 1.705 4.199  -0.414
O 0.998 0.712 5.248  -0.337
N -3.036 1.914 -3.360  -0.763
N -0.701 1.010 -0.803  -0.253
S 2.708 -1.527 -0.751  0.268
C -2.576 1.288 -2.392  0.563
C 0.116 0.017 -0.673  0.245
C 2.537 -1.245 1.921  -0.241
C 2.092 -0.598 3.082  -0.139
C 0.293 0.504 1.823  -0.098
C 1.915 -1.047 0.729  -0.121
C 0.774 -0.181 0.634  -0.106
C 0.914 0.200 3.067  -0.006
N -3.459 0.589 -1.594  -0.825
N -1.218 1.361 -2.046  -0.494
N 0.440 0.891 4.210  0.499
C 1.089 -2.069 -1.509  -0.515
C 0.423 -0.793 -1.900  -0.513
H -2.430 2.598 -3.875  0.349
H 3.390 -1.809 1.878  0.229
H 2.560 -0.632 4.114  0.261
H -0.552 1.201 1.707  0.277
H -4.433 0.750 -1.653  0.408
H -3.026 0.537 -0.669  0.386
H -0.580 1.313 -2.844  0.380
H 1.356 -2.698 -2.418  0.238
H 0.418 -2.802 -0.946  0.242
H 1.061 -0.203 -2.635  0.235
H -0.506 -0.987 -2.543  0.247

Cartesian forces (eV/Å) of the 2 atoms listed first:
2.5 -2.5 -1.5
1.4 -0.8 1.2

***

[7]
DFT (ωB97M-V/def2-TZVPD) results for one molecule with the formula C2H3Cl2PS at a distorted geometry.

Computed properties:
E_HOMO: -0.346 Eh
structure (SMILES): C=CP(=S)(Cl)Cl

Each line ends with the natural charge from an NBO analysis.
Positions of all 9 atoms, in Å:
C -0.229 0.219 -0.297  -0.292
C 0.779 -0.307 0.312  -0.524
P 2.565 0.197 0.017  1.085
S 2.846 2.095 -0.013  -0.446
Cl 3.426 -0.875 1.522  -0.251
Cl 3.338 -0.782 -1.526  -0.209
H -1.310 0.042 -0.112  0.214
H -0.114 0.687 -1.185  0.194
H 0.659 -0.797 1.233  0.229

Cartesian forces (eV/Å) of the 2 atoms listed first:
-2.8 -1.1 0.2
2.5 0.4 0.7

***

[8]
DFT (ωB97M-V/def2-TZVPD) results for a 2-piece molecular cluster, C3H7N2OS overall at a distorted geometry.

Computed properties:
E_HOMO (spin up / spin down): -0.492 / -0.492 Eh
charge: +1

Each line ends with the natural charge from an NBO analysis.
Positions of all 14 atoms, in Å:
C -0.493 0.515 -0.087  0.564
C 1.424 -0.670 0.450  0.030
C -1.829 1.108 0.069  -0.694
N 0.240 0.616 -1.213  -0.651
N 0.216 -0.206 0.832  -0.546
O 1.215 -2.411 -0.423  -0.824
S 1.942 0.254 -0.945  0.620
H 2.090 -0.794 1.245  0.252
H -1.977 2.262 -0.245  0.292
H -1.990 1.062 1.088  0.252
H -2.601 0.500 -0.296  0.288
H 0.047 1.199 -2.141  0.492
H -0.202 -0.483 1.742  0.463
H 1.917 -2.952 -0.077  0.461

Cartesian forces (eV/Å) of the 2 atoms listed first:
1.9 -0.5 -2.4
0.7 -3.1 -3.2

***

In the order shown, the computed calculated total energy values come out to -3162.38779 -901.36985 -4122.11619 -1930.51606 -1688.07649 -1209.93960 -1737.96195 -701.09910 Eh.
In the order shown, the computed energy above the lowest of the compared OMol25 structures with the same formula, charge and spin values come out to 4.714 4.283 4.584 0.000 0.000 1.229 0.148 3.419 eV.